{"formula": "C14H21N7", "method": "wB97M-V/def2-TZVPD", "lumo_ev": -0.397, "total_charge": 0, "de_lowest_kcal_mol": 16.0, "total_energy_ha": -929.2648, "smiles": "CC#N.CC#N.CC#N.CC#N.CC#N.CC#N.CC#N", "e_homo_ev": -11.62, "fmax_ev_per_a": 1.67, "species": ["N", "N", "N", "N", "N", "N", "N", "C", "C", "C", "C", "C", "C", "C", "C", "C", "C", "C", "C", "C", "C", "H", "H", "H", "H", "H", "H", "H", "H", "H", "H", "H", "H", "H", "H", "H", "H", "H", "H", "H", "H", "H"], "coordinates": [[10.8553, -5.3224, -2.1428], [4.7998, -10.7022, 1.0026], [7.3953, -13.1606, -0.6230], [9.0024, -5.0676, -5.6624], [5.3842, -5.6177, -3.4498], [2.0786, -7.1465, 3.7697], [5.2789, -1.2803, -3.5457], [4.7831, -7.7451, -2.0578], [7.2638, -9.9227, 0.6232], [5.8669, -10.3106, 0.8591], [7.0985, -3.3223, -6.0066], [6.0261, -2.8322, -1.5760], [9.9473, -6.0072, -2.2355], [2.5340, -8.0459, 1.3617], [6.4987, -12.7415, -1.2017], [5.0940, -6.5563, -2.8669], [8.7693, -6.8354, -2.3539], [5.5652, -1.9757, -2.6789], [8.1565, -4.3074, -5.8010], [5.3661, -12.2515, -1.9760], [2.2942, -7.5132, 2.7052], [6.1887, -3.8236, -5.6708], [8.9717, -7.7705, -2.8695], [7.6153, -9.2030, 1.3636], [6.1249, -2.1611, -0.7221], [7.1131, -3.1043, -7.0723], [2.1135, -7.2823, 0.6941], [8.0382, -6.3227, -2.9913], [5.3463, -3.6480, -1.3553], [1.8689, -8.8818, 1.1545], [7.8395, -10.8430, 0.6853], [7.2434, -2.4357, -5.3958], [3.8303, -8.2066, -2.3097], [5.6167, -8.4324, -2.1724], [8.2727, -6.8480, -1.3816], [7.3601, -9.3823, -0.3175], [7.0022, -3.2620, -1.7904], [4.4309, -12.7423, -1.7039], [4.6338, -7.4062, -1.0317], [3.5807, -8.2157, 1.1497], [5.5068, -12.4440, -3.0409], [5.1264, -11.1922, -1.9000]], "atomic_forces_ev_per_a": [[0.63, 0.42, 0.17], [-0.37, 0.09, 0.00], [0.09, 0.08, 0.09], [0.12, -0.33, 0.11], [0.17, 0.52, -0.36], [0.02, 0.18, 0.04], [-0.09, -0.03, 0.03], [-0.18, 0.69, 0.01], [-0.38, 0.32, 0.43], [0.62, 0.22, -0.13], [0.15, -0.77, 0.18], [0.03, 0.61, -0.01], [-0.21, -0.20, -0.24], [-1.23, 1.11, -0.24], [-0.33, 0.26, -0.17], [-0.45, -0.79, 0.45], [-0.96, 0.77, -0.47], [0.29, -0.53, -0.02], [0.20, 0.40, 0.18], [-0.80, -0.04, -0.69], [0.21, -0.63, -0.03], [-0.23, 0.32, -0.32], [0.07, -0.27, 0.56], [-0.14, -0.25, 0.28], [0.01, -0.28, 0.21], [-0.43, 0.26, 0.07], [0.48, 0.07, -0.14], [0.28, 0.11, -0.12], [-0.22, 0.12, -0.07], [0.48, -0.46, 0.32], [0.30, 0.15, -0.31], [0.11, 0.06, -0.11], [0.15, -0.04, -0.48], [-0.12, -0.22, 0.27], [0.21, -0.77, 0.04], [0.04, -0.48, -0.26], [0.03, 0.10, -0.18], [0.22, -0.26, 0.24], [0.45, -0.16, 0.11], [0.01, -0.29, 0.07], [0.24, -0.14, 0.07], [0.55, 0.08, 0.41]], "mulliken_charge": [-0.39, -0.44, -0.42, -0.42, -0.33, -0.35, -0.43, -0.43, -0.74, 0.37, -0.67, -0.62, 0.12, -0.39, 0.41, 0.16, -0.28, 0.36, 0.34, -0.54, 0.20, 0.21, 0.34, 0.38, 0.32, 0.32, 0.27, -0.01, 0.18, 0.32, 0.36, 0.22, 0.41, 0.09, 0.20, 0.09, 0.19, 0.27, 0.09, -0.07, 0.33, -0.03]}

***

{"formula": "C28H29N6OReSSe2", "method": "wB97M-V/def2-TZVPD", "lumo_ev": [-9.045, -10.352], "total_charge": 3, "de_lowest_kcal_mol": 0.0, "total_energy_ha": -6766.6433, "multiplicity": 4, "e_homo_ev": [-15.91, -15.96], "fmax_ev_per_a": 1.64, "species": ["Re", "Se", "Se", "S", "O", "N", "N", "N", "N", "N", "N", "C", "C", "C", "C", "C", "C", "C", "C", "C", "C", "C", "C", "C", "C", "C", "C", "C", "C", "C", "C", "C", "C", "C", "C", "C", "C", "C", "C", "H", "H", "H", "H", "H", "H", "H", "H", "H", "H", "H", "H", "H", "H", "H", "H", "H", "H", "H", "H", "H", "H", "H", "H", "H", "H", "H", "H", "H"], "coordinates": [[-0.4501, 0.3308, 0.5157], [-1.3256, 2.8065, 0.6359], [1.4086, 3.1157, -2.1756], [-1.0845, -2.8504, 0.3123], [-3.4292, -0.8795, 3.0178], [0.1486, -1.6250, 0.2038], [-2.2594, -0.0740, 1.2027], [1.6798, 0.5016, 0.2080], [-0.0924, 0.2125, 2.6310], [1.8611, -2.9732, -0.5433], [-1.6060, 0.1502, -1.2742], [1.6635, 3.9071, -3.9342], [0.9194, -6.3636, -1.7416], [1.1265, 0.3673, 4.6727], [-0.4123, -6.4145, -1.3938], [3.7727, 1.6221, 0.4322], [1.4039, -1.8364, -0.1197], [-0.2684, -4.1998, -0.4963], [-2.4263, -0.4529, 2.5444], [1.0602, -4.1556, -0.8306], [1.6624, -5.2234, -1.4571], [-3.8013, -0.0855, -2.1647], [-0.9698, 3.3961, 2.4494], [-2.9489, 0.0006, -1.0890], [-0.3943, 4.2862, -0.2546], [-1.0152, -5.3220, -0.7722], [-1.1579, -0.3715, 4.6934], [-1.0955, 0.1468, -2.5409], [-0.1610, 4.1675, -1.7358], [-3.2831, -0.0569, -3.4504], [-3.4345, -0.0921, 0.3195], [3.6892, -0.7426, 0.0570], [2.3287, -0.6655, 0.0271], [-1.9047, 0.0445, -3.6357], [2.3949, 1.6218, 0.4096], [-1.1790, -0.2153, 3.3372], [4.4325, 0.4238, 0.2581], [0.0142, -0.0738, 5.3813], [1.0496, 0.4933, 3.3086], [0.0865, 3.3249, 2.6805], [-1.3123, 4.4240, 2.5167], [-0.0282, 0.2415, -2.6366], [-4.0113, -0.9934, 0.4737], [-0.9976, -7.3037, -1.6016], [2.4040, 3.2963, -4.4398], [0.0478, 5.1654, -2.1035], [-1.5581, 2.7716, 3.1188], [-1.1119, 5.0789, -0.0683], [1.8358, 2.5297, 0.5576], [2.0311, 4.9205, -3.8300], [2.8311, -3.0303, -0.7852], [0.5093, 4.5102, 0.3036], [4.2005, -1.6946, -0.0376], [-2.0591, -0.7219, 5.1849], [-4.1012, 0.7357, 0.5469], [-1.4623, 0.0424, -4.6267], [1.9054, 0.8156, 2.7347], [0.0599, -0.1837, 6.4598], [5.5184, 0.3813, 0.2851], [-4.8692, -0.1887, -1.9856], [-1.0303, 3.7892, -2.2655], [0.7339, 3.8879, -4.4917], [4.3087, 2.5519, 0.5874], [2.7199, -5.1770, -1.7225], [-2.0676, -5.3632, -0.4939], [2.0563, 0.6078, 5.1742], [1.3913, -7.2070, -2.2353], [-3.9473, -0.1318, -4.3082]], "atomic_forces_ev_per_a": [[-0.56, -0.05, 0.01], [-0.03, -0.13, -0.08], [-0.03, -0.12, -0.32], [0.42, 0.11, 0.03], [-0.80, -0.27, 0.28], [-0.53, 0.52, 0.16], [-0.22, -0.19, 0.27], [-0.03, 0.47, 0.09], [0.15, 0.02, 0.32], [-0.18, -1.57, -0.42], [0.07, 0.03, -0.19], [0.13, -0.17, -0.02], [0.37, -0.04, -0.13], [0.00, -0.06, 0.40], [-0.42, -0.05, 0.11], [0.22, 0.19, 0.03], [-0.09, 0.70, 0.30], [-0.58, 0.35, 0.24], [0.56, 0.47, -0.92], [0.95, 0.64, 0.06], [0.48, -0.17, -0.18], [-0.31, -0.04, -0.34], [-0.17, -0.08, 0.08], [0.72, 0.03, -0.07], [-0.12, 0.12, 0.16], [-0.32, -0.38, -0.07], [0.03, -0.10, 0.50], [-0.31, 0.05, 0.81], [0.05, -0.12, 0.08], [-0.14, -0.04, -0.08], [0.71, 0.08, 0.30], [0.76, -0.16, -0.02], [-0.78, -0.27, 0.00], [-0.18, -0.04, -0.37], [-0.25, -0.30, -0.08], [0.63, 0.30, -0.71], [0.24, -0.24, -0.05], [0.01, -0.01, 0.12], [-0.59, -0.21, -0.49], [0.10, 0.01, 0.00], [-0.03, 0.06, 0.03], [0.22, 0.09, 0.07], [-0.16, -0.38, 0.04], [0.05, 0.11, 0.03], [0.05, 0.01, -0.08], [-0.02, 0.22, -0.09], [0.02, 0.04, 0.00], [-0.06, 0.22, 0.07], [-0.08, 0.09, 0.06], [0.02, 0.09, 0.05], [0.34, -0.16, -0.14], [0.15, -0.01, 0.03], [0.00, 0.13, -0.02], [0.09, 0.04, 0.01], [-0.11, 0.25, 0.10], [-0.11, 0.00, 0.13], [-0.04, 0.01, -0.04], [-0.01, 0.01, -0.10], [-0.17, -0.02, 0.00], [0.19, 0.01, -0.09], [-0.12, -0.03, -0.04], [-0.09, -0.05, -0.01], [-0.05, -0.11, -0.01], [-0.25, -0.03, 0.04], [0.20, 0.00, -0.09], [-0.09, -0.03, 0.00], [-0.04, 0.13, 0.09], [0.11, 0.02, 0.15]], "mulliken_charge": [-2.31, 0.51, 0.24, -0.07, -0.55, 0.17, 1.21, 0.71, 0.63, 0.00, 0.79, -1.06, -0.70, -0.90, -0.78, -1.04, 0.79, 1.21, -0.13, -0.18, -0.68, -0.92, -1.04, 0.84, -1.02, -0.66, -0.76, -0.22, -0.97, -0.37, -1.10, -0.83, 1.15, -1.01, -0.66, 0.80, -0.96, -0.51, -0.03, 0.34, 0.52, 0.50, 0.58, 0.43, 0.34, 0.52, 0.29, 0.50, 0.61, 0.35, 0.13, 0.56, 0.56, 0.61, 0.48, 0.50, 0.44, 0.48, 0.48, 0.58, 0.43, 0.35, 0.56, 0.41, 0.44, 0.52, 0.43, 0.47]}

***

{"formula": "C19H13Co2N2O6", "method": "wB97M-V/def2-TZVPD", "lumo_ev": 1.812, "total_charge": -1, "de_lowest_kcal_mol": 70.9, "total_energy_ha": -4058.1341, "e_homo_ev": -1.11, "fmax_ev_per_a": 7.17, "species": ["Co", "Co", "O", "O", "O", "O", "O", "O", "N", "N", "C", "C", "C", "C", "C", "C", "C", "C", "C", "C", "C", "C", "C", "C", "C", "C", "C", "C", "C", "H", "H", "H", "H", "H", "H", "H", "H", "H", "H", "H", "H", "H"], "coordinates": [[2.8784, -0.2388, -1.4047], [1.8320, 1.9658, -1.1303], [1.1655, 4.9312, -0.9389], [0.5645, 1.4648, -3.7570], [1.7349, -1.4504, -3.7919], [2.9680, -2.6646, 0.1912], [4.3095, 2.7087, -2.6223], [5.6945, -0.0294, -2.0789], [-0.6288, -0.1871, 1.8600], [-0.9286, -1.7564, 3.2924], [1.0210, 1.6103, -2.6994], [-0.9582, -2.9898, 4.0196], [-1.2980, 0.3473, 2.9414], [2.2083, 0.7438, 0.1229], [2.9603, -1.7036, -0.4645], [-1.4821, -0.6146, 3.8487], [2.1586, -0.9305, -2.8550], [-3.8024, 0.6981, -1.1913], [3.4026, 2.3159, -2.0249], [-2.2952, -0.8254, -2.3462], [-0.4381, -1.4839, 2.0595], [0.9051, 0.9902, 0.0522], [-1.5079, 0.4598, -0.4481], [-1.2255, -0.4195, -1.4790], [1.3813, 3.7838, -0.9809], [4.5745, -0.0688, -1.8206], [-2.7292, 1.1232, -0.3628], [-3.5724, -0.2759, -2.1787], [-0.3913, 0.7600, 0.6029], [-0.2144, -0.8070, -1.5883], [-2.0149, -1.4852, -3.1560], [-4.3773, -0.6072, -2.8455], [0.0342, -2.1492, 1.3301], [2.8196, 0.8885, 1.0197], [-1.6455, -3.7068, 3.5560], [-4.7547, 1.2113, -1.1313], [0.0460, -3.4157, 4.0917], [-1.3307, -2.7160, 5.0185], [-0.6683, 1.6893, 1.1919], [-1.9589, -0.5032, 4.8207], [-1.5971, 1.3691, 2.9422], [-2.8396, 1.9677, 0.3349]], "atomic_forces_ev_per_a": [[1.47, -2.85, -1.49], [0.87, 4.32, -5.66], [0.30, -1.78, -0.44], [0.50, 0.08, 1.17], [-0.10, -0.41, -0.40], [0.26, -0.23, -0.19], [-0.65, -0.44, 0.26], [0.58, -0.30, -0.19], [0.05, 0.38, -0.79], [-0.22, 0.11, 0.09], [-1.22, 0.06, -1.69], [-0.02, -0.68, 0.38], [0.45, 0.17, -0.86], [0.35, -0.33, 3.91], [-0.92, 0.60, 0.79], [0.12, -0.07, -0.13], [-0.23, 0.45, 0.15], [1.28, 0.40, 0.02], [0.09, 0.85, 0.67], [1.31, 1.09, 1.14], [-0.07, 0.78, 0.30], [-1.08, -2.81, 2.24], [0.68, 0.43, 0.91], [-1.80, -0.75, -0.66], [-0.21, 1.15, 1.20], [0.06, 0.71, 0.28], [-1.04, -0.70, -0.55], [0.21, -0.21, 0.09], [-0.80, 1.85, 0.21], [-0.04, 0.06, 0.01], [-0.39, -0.12, -0.07], [0.24, 0.26, 0.30], [-0.13, 0.18, 0.56], [0.22, -0.71, -0.08], [0.19, 0.09, 0.12], [-0.05, -0.12, 0.01], [-0.21, -0.02, 0.05], [0.25, -0.50, -0.32], [-0.52, -0.18, -0.83], [0.31, -0.61, -0.34], [-0.01, 0.38, 0.02], [-0.07, -0.55, -0.20]], "mulliken_charge": [0.22, -0.49, -0.45, -0.40, -0.43, -0.49, -0.44, -0.47, 0.27, 0.18, 0.12, -0.84, -0.63, -0.27, 0.10, -0.22, 0.08, -0.60, 0.02, -0.67, -0.04, -0.76, 0.43, -0.17, 0.08, 0.19, -0.36, -0.37, 1.09, 0.12, 0.43, 0.34, 0.47, 0.57, 0.32, 0.36, 0.35, 0.27, -0.04, 0.39, 0.43, 0.32]}

***

{"formula": "C22H22Cl2N6O5Se2Ta", "method": "wB97M-V/def2-TZVPD", "lumo_ev": -10.431, "total_charge": 3, "de_lowest_kcal_mol": 0.0, "total_energy_ha": -7335.7071, "e_homo_ev": -15.93, "fmax_ev_per_a": 0.22, "species": ["Ta", "Se", "Se", "Cl", "Cl", "O", "O", "O", "O", "O", "N", "N", "N", "N", "N", "N", "C", "C", "C", "C", "C", "C", "C", "C", "C", "C", "C", "C", "C", "C", "C", "C", "C", "C", "C", "C", "C", "C", "H", "H", "H", "H", "H", "H", "H", "H", "H", "H", "H", "H", "H", "H", "H", "H", "H", "H", "H", "H", "H", "H"], "coordinates": [[0.1046, -0.6135, -0.3002], [2.7375, -1.4288, -0.7222], [0.5652, 0.7135, -2.6403], [0.4585, -4.8661, -2.8990], [-4.9095, -4.9302, -2.6776], [-0.9162, 0.9740, 0.3970], [0.1179, -2.2949, -1.2841], [2.2935, 5.5565, 2.7417], [0.2502, 6.5685, 3.0344], [1.2312, 0.9358, 0.5003], [0.7208, -3.2428, 3.0833], [0.4156, -1.6945, 1.5655], [-2.0171, -1.2107, -0.5771], [0.4639, -1.0697, 2.7493], [0.6295, -2.0222, 3.5944], [0.8208, -1.8028, 4.9160], [0.1608, 2.9068, 1.3651], [-2.1789, -2.3895, -1.2633], [1.3126, 4.7502, 2.2946], [1.3988, 3.5185, 1.7425], [-3.4246, -4.1812, -2.2924], [-4.5598, -2.2699, -1.0914], [-4.4006, -1.0891, -0.3918], [-0.9876, -2.9866, -1.6638], [0.5825, -3.0141, 1.7988], [-3.1302, -0.5844, -0.1546], [1.6778, 6.7539, 3.2226], [0.0671, 5.3920, 2.4861], [3.9626, -0.0647, -0.0939], [-2.2453, -4.7525, -2.6940], [-1.1475, 4.8146, 2.1279], [2.4229, 0.2584, -3.0649], [2.8420, -1.1323, -2.6463], [0.1711, 1.6473, 0.7798], [-1.0799, 3.5632, 1.5652], [-0.3358, -0.4106, -3.9506], [-1.0046, -4.1545, -2.3839], [-3.4284, -2.9578, -1.5531], [-5.5483, -2.6669, -1.2861], [-1.4046, -0.3346, -3.7633], [0.6985, -2.6659, 5.4343], [-2.2562, -5.6762, -3.2568], [1.8746, 6.8798, 4.2844], [-2.9909, 0.3408, 0.3821], [-5.2572, -0.5423, -0.0252], [-0.1101, 0.0012, -4.9311], [3.6375, 0.9263, -0.3918], [0.2820, -1.0128, 5.2497], [-2.0805, 5.3352, 2.2864], [3.0193, 1.0397, -2.5976], [-1.9896, 3.0654, 1.2600], [2.3453, 3.0189, 1.5972], [2.2287, -1.9173, -3.0867], [2.5043, 0.3871, -4.1454], [1.9974, 7.6079, 2.6302], [3.8781, -1.3178, -2.9332], [0.6053, -3.7783, 1.0389], [3.9765, -0.1355, 0.9908], [4.9467, -0.3042, -0.4896], [0.0014, -1.4401, -3.8677]], "atomic_forces_ev_per_a": [[-0.02, -0.08, 0.03], [0.00, 0.03, 0.00], [-0.03, 0.02, -0.03], [0.00, -0.01, -0.01], [0.01, 0.01, 0.00], [0.01, -0.08, -0.02], [0.03, -0.03, 0.07], [0.01, 0.00, 0.00], [-0.01, 0.00, 0.00], [0.02, -0.05, 0.00], [-0.03, 0.00, 0.02], [0.03, -0.06, -0.08], [0.11, 0.18, 0.03], [-0.07, 0.03, 0.02], [0.04, -0.01, -0.06], [0.05, 0.00, -0.01], [0.00, -0.04, -0.02], [-0.04, -0.04, -0.02], [-0.01, 0.00, 0.00], [0.01, 0.01, 0.01], [-0.04, -0.01, 0.00], [-0.03, -0.04, -0.02], [0.04, 0.06, 0.03], [-0.01, 0.08, 0.02], [-0.02, 0.02, 0.02], [-0.06, -0.09, -0.05], [-0.01, 0.00, 0.00], [0.01, -0.01, 0.00], [0.00, 0.02, -0.01], [0.01, -0.04, -0.02], [0.00, 0.00, 0.00], [0.00, 0.00, 0.00], [0.00, 0.01, 0.00], [-0.03, 0.08, 0.03], [-0.01, 0.00, 0.00], [0.00, -0.01, -0.01], [-0.02, 0.02, 0.03], [0.06, 0.02, 0.00], [0.00, 0.00, 0.00], [0.00, 0.00, 0.00], [-0.02, 0.01, 0.02], [0.01, 0.00, 0.00], [0.00, 0.00, 0.00], [-0.01, 0.01, 0.00], [0.00, 0.00, 0.00], [0.00, 0.00, 0.00], [0.00, 0.00, 0.00], [-0.01, -0.01, 0.02], [0.00, 0.00, 0.00], [0.00, 0.00, 0.00], [0.00, 0.01, 0.00], [0.00, 0.00, 0.00], [0.00, 0.01, 0.00], [0.00, 0.00, 0.00], [0.00, 0.00, 0.00], [0.00, -0.01, 0.00], [0.00, 0.00, 0.00], [0.01, -0.01, 0.00], [0.00, 0.00, 0.00], [0.00, 0.00, 0.00]], "mulliken_charge": [0.83, 0.31, 0.17, -0.13, -0.16, -0.33, 0.55, -0.46, -0.41, -0.22, -0.82, 0.38, -0.20, -0.60, 1.07, -0.53, 0.08, 1.55, 0.68, -1.14, 0.53, -0.46, -1.13, -1.26, -0.33, 0.10, -0.24, 0.93, -1.00, -0.56, -0.96, -0.73, -0.68, 0.74, -0.56, -0.89, 0.30, -0.62, 0.51, 0.31, 0.34, 0.50, 0.28, 0.50, 0.49, 0.47, 0.27, 0.30, 0.49, 0.39, 0.50, 0.55, 0.27, 0.55, 0.29, 0.54, 0.58, 0.37, 0.44, 0.23]}